a.
# C5H14NO2

C5H14NO2 as an isolated structure (ωB97M-V with the def2-TZVPD basis set, OMol25).

XYZ file:
```
22
Properties=species:S:1:pos:R:3:nbo_charge:R:1
C -1.748 -0.760 -2.291 -0.642
C -1.290 0.662 -1.989 -0.229
N -1.208 0.903 -0.538 -0.654
C 1.307 0.391 -0.655 -0.628
C 0.031 0.400 0.143 -0.086
C -0.210 -0.878 0.876 -0.041
O 0.445 -1.066 2.093 -0.863
H -1.754 -0.885 -3.369 0.191
H -2.606 -1.147 -1.736 0.211
H -0.923 -1.429 -2.028 0.212
H -1.967 1.489 -2.360 0.171
H -0.438 1.093 -2.497 0.204
H -2.007 0.685 0.031 0.360
H 1.327 -0.533 -1.279 0.179
H 1.290 1.209 -1.371 0.184
H 2.196 0.425 -0.028 0.274
H 0.131 1.202 0.937 0.189
H -1.308 -1.083 1.003 0.113
H 0.047 -1.740 0.231 0.108
H 1.970 1.195 2.481 0.419
H 1.521 -0.577 2.299 0.510
O 2.427 0.342 2.477 -1.181
```

Summary:
- charge = -1
- 2S+1 = 1
- highest occupied orbital energy (eV) = -3.61
- LUMO (Eh) = 0.1312

=====

b.
# C5H14NO2

A 2-piece molecular cluster, C5H14NO2 overall (ωB97M-V with the def2-TZVPD basis set, OMol25).

XYZ file:
```
22
Properties=species:S:1:pos:R:3:nbo_charge:R:1
C 0.247 0.074 0.668 -0.255
C 1.690 0.012 0.102 -0.223
C 2.460 1.355 0.285 -0.617
C 1.514 -0.242 -1.406 -0.636
N -0.276 -1.314 0.879 -0.695
C -1.881 -1.322 0.456 0.130
O -2.270 -0.961 -0.765 -0.927
H 0.069 0.639 1.613 0.168
H -0.442 0.515 -0.051 0.196
H 2.223 -0.858 0.521 0.190
H 2.586 1.630 1.343 0.201
H 1.736 2.036 -0.238 0.211
H 3.429 1.175 -0.134 0.194
H 2.461 0.017 -1.882 0.194
H 0.926 -1.229 -1.557 0.232
H 0.728 0.476 -1.754 0.212
H 0.213 -1.784 0.026 0.305
H -2.343 -2.277 0.904 0.077
H -2.138 -0.781 1.363 0.059
H -3.837 0.695 0.624 0.472
H -3.233 0.869 -0.819 0.514
O -3.863 1.275 -0.176 -1.002
```

Summary:
- charge = -1
- 2S+1 = 1
- highest occupied orbital energy (eV) = -3.25
- LUMO (Eh) = 0.1371

=====

c.
# C5H14NO2

C5H14NO2 as an isolated structure (ωB97M-V with the def2-TZVPD basis set, OMol25).

XYZ file:
```
22
Properties=species:S:1:pos:R:3:nbo_charge:R:1
C 1.515 0.967 -0.437 -0.009
O 1.600 1.739 -1.557 -0.903
C 0.143 0.306 -0.240 -0.421
C 0.105 -0.680 0.916 -0.517
C -0.952 -1.671 0.830 -0.131
C -2.345 -1.293 0.796 -0.514
N -0.844 0.077 3.315 -1.237
H 2.272 0.137 -0.385 0.085
H 1.729 1.547 0.490 0.105
H -0.621 1.097 -0.112 0.182
H -0.132 -0.161 -1.189 0.211
H 1.071 -1.164 1.103 0.206
H -0.158 -0.098 2.007 0.358
H -1.691 -1.455 1.881 0.374
H -0.624 -2.645 0.477 0.243
H -2.615 -0.308 0.432 0.251
H -2.996 -2.105 0.509 0.213
H -0.457 0.837 3.872 0.335
H -1.803 0.346 3.098 0.310
H 1.113 0.678 -4.199 0.435
H 1.123 0.884 -2.630 0.494
O 0.761 0.261 -3.423 -1.070
```

Summary:
- charge = -1
- 2S+1 = 1
- highest occupied orbital energy (eV) = -3.43
- LUMO (Eh) = 0.0957

=====

d.
# C5H14NO2

C5H14NO2 as an isolated structure (ωB97M-V with the def2-TZVPD basis set, OMol25).

XYZ file:
```
22
Properties=species:S:1:pos:R:3:nbo_charge:R:1
C 1.722 1.953 -2.078 -0.611
C 0.544 1.060 -1.606 -0.235
N 0.941 -0.322 -1.404 -0.649
C -1.544 -0.755 -0.625 -0.625
C -0.100 -1.004 -0.195 -0.104
C 0.018 -0.797 1.340 -0.057
O -0.776 -1.720 1.958 -0.814
H 2.282 2.036 -1.147 0.195
H 2.361 1.472 -2.807 0.201
H 1.492 2.986 -2.343 0.194
H 0.254 1.588 -0.695 0.166
H -0.285 1.130 -2.326 0.158
H 0.087 -2.054 -0.403 0.204
H -1.822 0.273 -0.399 0.194
H -2.183 -1.434 -0.063 0.242
H -1.634 -0.999 -1.688 0.196
H 1.085 -0.384 -0.424 0.355
H -0.338 0.190 1.685 0.141
H 1.110 -0.799 1.553 0.117
H -0.938 -1.331 3.025 0.497
H -1.231 -0.074 4.373 0.413
O -1.045 -1.014 4.270 -1.178
```

Summary:
- charge = -1
- 2S+1 = 1
- highest occupied orbital energy (eV) = -4.28
- LUMO (Eh) = 0.1308

=====

Which is most stable, and by how much? a, by 0.234 eV.

=====

a.
# C5H34N3O10

A 11-piece molecular cluster, C5H34N3O10 overall (ωB97M-V with the def2-TZVPD basis set, OMol25).

XYZ file:
```
52
Properties=species:S:1:pos:R:3:nbo_charge:R:1
C 0.765 2.314 2.219 -0.641
C 0.594 2.181 0.684 -0.040
C -0.816 2.434 0.164 -0.414
C -0.680 2.503 -1.414 -0.204
N -2.269 -0.390 -2.915 -0.756
C -1.824 0.873 -2.766 0.398
N -0.881 1.136 -1.925 -0.517
N 0.861 0.754 0.314 -0.908
H -0.032 1.806 2.721 0.233
H 1.606 1.703 2.564 0.202
H 1.038 3.374 2.377 0.220
H 1.381 2.784 0.210 0.185
H -1.064 3.491 0.439 0.229
H -1.569 1.741 0.557 0.224
H -1.436 3.171 -1.831 0.218
H 0.333 2.847 -1.601 0.209
H -1.641 -1.109 -2.566 0.433
H -3.061 -0.626 -3.480 0.429
H -2.064 1.651 -3.515 0.229
H -0.443 0.416 -1.325 0.470
H 1.772 0.494 0.649 0.376
H 0.240 0.094 0.770 0.383
H 3.589 -0.021 1.114 0.473
H 4.472 1.132 0.675 0.476
O 4.042 0.336 0.340 -0.943
H 0.361 -2.589 -0.322 0.485
H 1.054 -1.913 -1.502 0.511
O 0.179 -2.087 -1.122 -1.007
H 2.133 1.919 -2.522 0.472
H 2.580 1.407 -3.773 0.483
O 1.760 1.400 -3.252 -0.943
H -3.029 -2.645 0.939 0.520
H -2.432 -2.669 -0.634 0.498
O -3.002 -2.300 0.034 -1.009
H 2.224 -3.730 1.872 0.488
H 1.441 -2.380 2.023 0.494
O 1.384 -3.304 1.691 -1.013
H 2.382 -0.806 3.301 0.500
H 0.904 -0.629 2.806 0.511
O 1.817 -0.797 2.517 -0.969
H -2.135 0.245 1.647 0.486
H -1.551 -1.013 2.296 0.507
O -1.334 -0.094 2.063 -0.986
H -1.134 -3.824 2.548 0.501
H -0.809 -3.073 1.357 0.484
O -1.358 -2.973 2.144 -0.972
H 2.025 -0.548 -2.601 0.490
H 3.461 -0.967 -2.186 0.491
O 2.615 -1.302 -2.497 -0.973
H -3.422 -0.449 0.439 0.484
H -4.889 -0.158 -0.113 0.490
O -4.139 0.191 0.390 -0.985
```

Summary:
- charge = +1
- 2S+1 = 1
- highest occupied orbital energy (eV) = -11.95
- LUMO (Eh) = -0.0915

=====

b.
# C5H34N3O10

A 11-piece molecular cluster, C5H34N3O10 overall (ωB97M-V with the def2-TZVPD basis set, OMol25).

XYZ file:
```
52
Properties=species:S:1:pos:R:3:nbo_charge:R:1
C -0.407 1.757 0.634 -0.701
C -0.031 0.401 1.231 -0.053
C -1.005 -0.726 0.887 -0.481
C -0.481 -2.190 0.921 -0.212
N -2.737 -3.796 -1.376 -0.692
C -2.205 -3.438 -0.301 0.288
N -0.842 -3.045 -0.229 -0.651
N 1.403 0.154 0.696 -0.732
H -1.375 1.907 1.083 0.254
H -0.627 2.009 -0.412 0.261
H 0.179 2.591 1.049 0.226
H 0.003 0.384 2.326 0.267
H -1.507 -0.672 -0.088 0.235
H -1.799 -0.620 1.655 0.236
H -0.747 -2.740 1.852 0.218
H 0.616 -2.182 0.759 0.174
H -2.208 -3.930 -2.231 0.348
H -2.745 -3.318 0.639 0.161
H -0.471 -2.624 -1.074 0.399
H 1.672 0.854 -0.005 0.457
H 1.538 -0.778 0.317 0.427
H 2.181 0.175 1.414 0.475
H 0.772 -2.499 -3.214 0.484
H 0.418 -1.054 -3.205 0.511
O 0.592 -1.797 -2.577 -0.994
H 2.327 -1.018 -2.196 0.513
H 3.666 -0.174 -2.232 0.481
O 2.843 -0.308 -1.754 -1.008
H -4.247 0.133 -1.707 0.494
H -2.910 0.857 -1.826 0.478
O -3.411 0.272 -1.246 -0.955
H 3.365 -0.882 2.674 0.498
H 2.400 -1.361 3.700 0.493
O 2.405 -0.956 2.826 -0.985
H 3.231 3.087 -1.094 0.503
H 3.409 1.523 -0.598 0.490
O 2.882 2.319 -0.640 -0.981
H 0.042 1.117 -3.494 0.498
H 0.495 0.709 -4.955 0.502
O 0.229 0.393 -4.093 -0.967
H -3.013 0.795 0.505 0.497
H -3.999 1.033 1.699 0.475
O -3.438 1.477 1.061 -0.974
H -2.676 3.408 -1.643 0.485
H -1.432 4.131 -2.015 0.482
O -1.719 3.273 -1.668 -0.957
H -1.704 1.262 3.191 0.478
H -1.508 1.178 4.688 0.485
O -1.255 0.736 3.873 -0.954
H 5.060 0.461 1.416 0.500
H 4.455 1.144 2.771 0.510
O 4.315 0.568 2.006 -0.987
```

Summary:
- charge = +1
- 2S+1 = 1
- highest occupied orbital energy (eV) = -10.86
- LUMO (Eh) = -0.0945

=====

Which is most stable, and by how much? a, by 0.930 eV.

=====

a.
# C3H9BO

A 2-piece molecular cluster, C3H9BO overall (ωB97M-V with the def2-TZVPD basis set, OMol25).

XYZ file:
```
14
Properties=species:S:1:pos:R:3:nbo_charge:R:1
B -0.034 -0.591 0.021 0.880
C -3.191 -0.196 -0.043 -0.645
C 2.608 0.257 -0.106 -0.587
C 1.131 0.574 0.232 -0.795
O 0.212 -1.903 -0.024 -0.969
H -3.403 0.874 -0.321 0.170
H -3.423 -0.317 0.997 0.174
H -3.254 -0.925 -0.841 0.177
H 3.004 -0.320 0.692 0.203
H 2.604 -0.329 -0.941 0.196
H 3.111 1.077 -0.383 0.202
H 1.012 0.780 1.236 0.226
H 0.931 1.426 -0.370 0.230
H -0.135 -2.686 -0.452 0.539
```

Summary:
- charge = 0
- 2S+1 = 1
- highest occupied orbital energy (spin up / spin down) (eV) = -8.21 / -6.81
- LUMO (spin up / spin down) (Eh) = 0.0117 / 0.0198

=====

b.
# C3H9BO

A 2-piece molecular cluster, C3H9BO overall (ωB97M-V with the def2-TZVPD basis set, OMol25).

XYZ file:
```
14
Properties=species:S:1:pos:R:3:nbo_charge:R:1
B -1.037 0.619 0.285 0.932
C 1.926 -0.528 -1.026 -0.847
C -1.852 0.191 -1.011 -1.045
C -0.346 0.155 2.630 -0.334
O -0.442 0.248 1.314 -0.620
H 0.943 0.126 -1.050 0.187
H 1.928 -1.259 -1.780 0.214
H 2.760 0.184 -1.070 0.220
H -1.938 1.006 -1.785 0.252
H -2.825 -0.351 -1.018 0.259
H -1.094 -0.464 -1.464 0.262
H -0.866 1.031 3.137 0.150
H 2.143 -0.923 0.007 0.222
H 0.699 -0.035 2.831 0.149
```

Summary:
- charge = 0
- 2S+1 = 1
- highest occupied orbital energy (spin up / spin down) (eV) = -7.17 / -6.23
- LUMO (spin up / spin down) (Eh) = 0.0056 / 0.0066

=====

Which is most stable, and by how much? a, by 0.234 eV.

=====

a.
# CH4IN2

A 2-piece molecular cluster, CH4IN2 overall (ωB97M-V with the def2-TZVPD basis set, OMol25).

XYZ file:
```
8
Properties=species:S:1:pos:R:3:nbo_charge:R:1
C 0.302 0.590 -0.166 0.368
N 1.330 0.061 0.334 -0.653
N -1.268 -0.767 -0.023 -0.778
I -3.015 0.113 -0.005 0.519
H -0.051 1.673 -0.472 0.281
H 2.186 0.512 0.516 0.436
H 1.492 -0.934 0.631 0.464
H -0.975 -1.248 -0.816 0.362
```

Summary:
- charge = +1
- 2S+1 = 1
- highest occupied orbital energy (spin up / spin down) (eV) = -13.43 / -13.43
- LUMO (spin up / spin down) (Eh) = -0.2082 / -0.2082

=====

b.
# CH4IN2

A 2-piece molecular cluster, CH4IN2 overall (ωB97M-V with the def2-TZVPD basis set, OMol25).

XYZ file:
```
8
Properties=species:S:1:pos:R:3:nbo_charge:R:1
C 1.101 -0.533 -0.379 0.746
N 1.237 0.708 -0.441 -0.749
N 0.819 -1.644 -0.464 -0.462
I -2.746 0.469 1.201 -0.150
H -4.152 1.319 0.964 0.155
H 0.707 1.259 0.270 0.484
H 1.950 1.067 -1.002 0.464
H 1.084 -2.645 -0.148 0.513
```

Summary:
- charge = +1
- 2S+1 = 1
- highest occupied orbital energy (eV) = -13.24
- LUMO (Eh) = -0.1581

=====

Which is most stable, and by how much? b, by 2.984 eV.